Below is 3 unconnected molecules or ions with the total composition C10H22BN4O5, with properties calculated with ωB97M-V/def2-TZVPD.

Geometry as XYZ:
```
42
Properties=species:S:1:pos:R:3:forces:R:3
C -3.8089 1.6226 -0.4151 -0.21 -0.23 0.16
N 1.6939 -1.5941 3.7331 -2.01 -2.71 -1.96
C -3.8582 2.9617 -1.1249 0.35 0.25 0.09
H -0.0883 1.8107 -1.5151 -0.04 -0.04 -0.07
C -0.3721 -0.3219 -1.5670 -0.46 -0.25 -0.16
H 5.6409 0.1927 4.2665 0.84 0.05 -0.67
H -0.4620 1.1987 -3.1340 0.03 -0.06 0.07
H -5.7428 2.6294 -2.0987 0.06 0.01 -0.06
O 3.8715 -0.3667 2.1830 1.24 -0.91 1.18
H -1.2362 -0.1946 -0.9127 0.08 -0.09 -0.01
H -4.5304 3.3330 -3.1795 0.00 -0.07 0.04
C 1.5560 0.7466 -2.4000 0.28 -0.10 -0.40
N 2.9944 -1.2687 1.6733 -1.85 -1.90 -1.30
H -0.4424 -3.8705 2.8453 0.56 0.35 -0.63
B 4.9236 -1.0034 2.9460 2.16 0.10 1.31
H -4.2853 3.7543 -0.5090 0.03 -0.07 -0.02
N 0.3040 -3.1703 2.8654 -1.27 0.35 3.67
C 1.9119 -0.0526 -1.1618 0.01 0.13 0.32
O 0.7458 -0.8090 -0.8050 0.32 -0.06 0.11
H -4.6791 1.4866 0.2358 0.06 0.06 0.07
C 2.0040 -1.8538 2.3569 -2.12 -0.63 2.62
H -2.8488 3.2651 -1.4220 -0.05 0.02 0.05
C 0.0709 0.9785 -2.2085 -0.18 0.29 0.23
H 2.1543 0.6044 -0.3191 0.09 0.07 -0.06
H 3.0767 -1.5372 0.6816 0.30 0.70 0.74
H 1.7242 0.1418 -3.2964 0.04 0.06 0.06
O 4.9660 -2.3814 3.3150 -0.51 1.67 -1.83
H 0.1405 -2.4700 5.0701 0.31 -0.38 -1.63
H 2.7532 -0.7333 -1.3281 -0.02 -0.05 -0.06
C -4.6787 2.6356 -2.3541 -0.40 0.07 -0.12
H 1.0803 -3.1888 0.8544 -0.50 0.17 0.93
H -2.9032 1.4975 0.1836 -0.01 -0.09 -0.03
O -3.8588 0.6114 -1.4317 0.06 0.29 0.01
C 0.6052 -2.4523 4.0444 3.50 1.50 -4.39
H -0.6153 -1.0749 -2.3235 -0.06 0.06 0.01
H 2.1362 1.6652 -2.4948 -0.02 -0.08 0.04
H -3.3242 1.2397 -3.3143 -0.05 0.03 -0.09
N 1.1007 -2.8282 1.8200 2.65 2.53 1.38
H -4.9885 0.6359 -3.1716 0.09 -0.06 0.09
H 5.4809 -2.9045 2.6706 -0.20 0.15 0.62
O 6.0038 -0.1638 3.4195 -3.25 -0.91 -0.14
C -4.2158 1.2284 -2.6776 0.16 -0.22 -0.18
```
Positions in Å, forces in eV/Å.

Properties
- HOMO level (eV) = -11.50
- ΔE to the lowest compared entry with this formula, charge and spin (kJ/mol) = 0.0
- maximum force (eV/A) = 5.815
- orbital gap (eV) = 8.0
- net charge = +1

Below is a molecular structure, C28H30CdFN5O5, with properties calculated with ωB97M-V/def2-TZVPD.

Geometry as XYZ:
```
70
Properties=species:S:1:pos:R:3:forces:R:3
H -3.1736 1.1958 0.0969 -0.08 0.22 0.03
Cd 0.9411 -3.0361 -0.6507 0.33 -0.27 -0.01
C -0.4092 1.9657 -1.5256 -0.21 0.06 0.30
H 3.2261 2.7123 -0.3887 0.06 0.05 -0.01
O 0.7841 -2.4351 -2.9464 0.18 -1.07 -0.42
H 0.7657 2.3742 0.5969 0.01 0.03 0.01
H -2.8424 1.3166 2.3938 -0.01 0.43 0.03
N -0.7320 -0.8413 0.7266 0.32 -1.96 -0.65
C 2.9305 -1.4712 -2.5472 0.27 -0.11 -0.27
C 0.8915 -0.1607 -2.6936 0.00 0.20 -0.41
C -0.2670 2.6722 0.7547 -0.14 0.04 0.50
H 1.5066 -2.7637 4.5647 0.01 0.00 -0.01
C 3.5957 -0.2837 -2.5621 -0.18 0.19 0.29
H -2.3621 2.8880 2.3421 -0.08 0.07 -0.01
N -0.9314 2.8367 -0.5309 0.47 0.33 -0.27
C -1.1122 0.8423 -1.9638 -0.07 0.04 -0.17
C -5.1904 -2.4743 0.2384 0.04 0.01 0.01
C 1.6129 0.9948 -2.4195 -0.08 0.19 -0.16
H 3.1344 0.6357 1.4638 0.01 -0.03 0.01
O 4.8902 -2.7194 -2.1296 0.00 -0.15 -0.15
O -1.1745 -2.4885 -0.8612 -0.17 0.32 0.68
C 1.2066 -3.4369 3.7632 0.00 0.02 -0.03
H 4.7708 1.9229 -2.9167 -0.02 0.01 -0.05
C 1.5358 -0.7191 1.0778 -0.01 -0.10 0.19
H -0.2573 3.6264 1.2987 -0.03 0.15 -0.10
H 3.6291 -0.7806 0.5429 -0.02 -0.01 -0.01
C 1.0747 -2.7286 2.4360 -0.04 -0.03 0.04
H -2.8248 3.1303 -1.3727 0.02 0.01 -0.02
H -0.4633 1.4682 2.5732 0.03 0.00 0.06
C -4.7732 -0.6290 1.7132 0.11 0.01 0.03
C -3.4272 -0.6709 1.3813 -0.12 -0.62 0.10
H 2.6722 0.5106 -0.2484 0.05 -0.18 0.30
O 0.6166 -3.4573 1.4863 -0.02 0.16 -0.09
H 1.9371 -4.2424 3.6724 -0.01 0.00 0.00
H -4.0988 2.5635 0.7605 -0.02 0.01 0.00
N 0.5548 -0.6299 0.2201 0.31 -0.23 0.09
N -2.3603 2.0099 1.8205 0.13 1.09 0.18
H -2.7134 0.0058 1.8362 -0.20 -1.32 -0.22
F -2.4312 0.7168 -1.6692 -0.04 0.05 -0.27
C -3.8415 -2.5173 -0.0905 -0.02 0.06 -0.01
H -2.4266 4.1711 -0.0122 0.03 0.00 0.01
H -0.9362 0.6212 1.0776 -0.33 0.12 0.30
C -1.4990 -1.6637 0.0765 -0.09 -0.54 -0.32
C -3.1035 2.1889 0.5247 0.21 0.20 0.00
C 3.8338 2.1332 -2.4025 0.01 0.08 -0.16
H -6.7123 -1.5032 1.4009 0.02 0.01 0.00
C 1.5062 -1.4167 2.3312 -0.11 0.04 0.07
H 4.6815 1.7292 -0.4561 0.03 0.03 -0.01
H 2.1020 -1.0223 3.1460 0.05 -0.04 -0.02
C -5.6623 -1.5303 1.1385 0.02 0.02 0.00
H 4.6752 -0.2947 -2.4623 0.01 0.02 -0.03
H 1.4584 2.9788 -1.5535 -0.04 0.03 -0.02
C 3.6717 -2.7008 -2.0445 -0.06 0.26 0.24
H 0.2473 -3.8926 4.0109 0.00 0.00 0.01
H -3.4569 -3.2468 -0.7900 0.01 0.01 0.00
C 4.1335 2.5240 -0.9620 0.01 -0.02 0.03
H -5.1327 0.0970 2.4341 -0.06 0.02 0.03
C -0.4889 -0.2067 -2.5423 -0.10 0.10 -0.28
H -1.0027 -1.1449 -2.7131 0.02 0.16 -0.05
N 2.9993 0.9420 -2.5539 0.04 -0.24 -0.03
H 3.3542 2.9461 -2.9498 -0.02 0.02 0.06
O 2.9297 -3.5532 -1.4291 -0.17 0.03 0.20
C -2.3381 3.1487 -0.4010 -0.09 -0.28 0.24
C 1.5289 -1.4593 -2.8221 -0.07 0.54 0.17
C -2.9475 -1.6153 0.4734 0.04 -0.02 0.01
C 0.9297 2.0934 -1.8769 -0.05 -0.14 0.06
C 2.8239 -0.0544 0.6724 -0.16 0.10 -0.10
C -0.9290 1.5881 1.5965 0.08 1.82 0.12
H 4.7446 3.4265 -0.9484 0.01 0.01 -0.02
H -5.8747 -3.1856 -0.2064 0.00 0.01 0.00
```
Positions in Å, forces in eV/Å.

Properties
- HOMO level (eV) = -7.26
- ΔE to the lowest compared entry with this formula, charge and spin (kJ/mol) = 249.2
- maximum force (eV/A) = 2.087
- orbital gap (eV) = 6.8